Entry 1:
# C17H35As3F8N2O5PtS2

C17H35As3F8N2O5PtS2 as an isolated structure (ωB97M-V with the def2-TZVPD basis set, OMol25).

Properties
charge = +2
highest occupied orbital energy = -13.62 eV
energy above the lowest of the compared OMol25 structures with the same formula, charge and spin = 0.000 eV
Kohn-Sham gap = 5.65 eV

Structure (XYZ):
```
73
Properties=species:S:1:pos:R:3:forces:R:3
Pt 0.23981 0.72664 0.53473 -0.58 -0.04 -0.05
C -3.45660 1.25668 0.49162 0.07 0.16 -0.01
As -2.06199 -0.04548 0.69834 -0.05 -0.13 -0.06
C -2.57669 -0.92026 2.33739 0.06 0.01 0.08
C -2.37369 -1.34025 -0.71668 -0.01 -0.03 -0.07
C -1.28460 -2.37206 -1.07482 0.06 -0.07 -0.12
C -0.34875 -1.81125 -2.15299 -0.03 0.06 0.05
C -0.46464 -2.79954 0.14821 -0.06 -0.04 -0.02
As 0.89823 -1.56682 0.77716 0.05 0.13 -0.01
C 2.49580 -1.82150 -0.25307 0.04 -0.02 -0.04
C 1.32729 -2.06599 2.57604 0.02 0.05 0.09
C -1.97947 -3.60810 -1.69600 0.01 0.04 0.07
As -3.02557 -5.02926 -0.76242 -0.08 -0.08 -0.04
C -3.82335 -4.12831 0.79251 0.03 0.04 0.00
C -1.60022 -5.96347 0.21579 0.02 0.05 0.00
H -4.39748 0.73854 0.67807 0.02 -0.05 0.00
H -3.44044 1.67237 -0.50994 -0.02 -0.02 0.00
H -3.31898 2.05601 1.21606 -0.01 -0.01 0.00
H -3.53451 -1.40364 2.14873 0.00 -0.01 -0.04
H -2.69741 -0.17091 3.11563 0.00 0.00 0.00
H -1.85428 -1.66225 2.66622 0.00 0.00 0.01
H -2.63831 -0.76273 -1.60487 0.01 0.02 0.02
H -3.27731 -1.85519 -0.38525 -0.02 0.02 0.03
H 0.13921 -0.87898 -1.85849 0.00 0.00 0.00
H -0.90807 -1.58875 -3.06180 0.00 -0.02 0.00
H 0.41853 -2.54455 -2.40800 0.01 0.00 -0.01
H 0.11916 -3.69196 -0.09705 0.02 0.00 0.03
H -1.09145 -3.05196 1.00315 0.01 -0.02 0.00
H 2.63136 -2.89621 -0.38143 -0.03 0.00 0.02
H 3.33573 -1.40542 0.29719 0.00 0.01 -0.01
H 2.39998 -1.33620 -1.21928 0.02 0.01 0.00
H 1.65750 -3.10547 2.56349 -0.01 -0.01 -0.08
H 0.46288 -1.96299 3.22568 0.00 0.00 0.01
H 2.13436 -1.43117 2.93405 0.00 -0.03 0.03
H -1.22512 -4.19528 -2.22924 0.02 0.02 0.00
H -2.65315 -3.23983 -2.47444 0.00 0.01 0.00
H -4.59961 -3.42621 0.48736 -0.01 -0.01 0.00
H -3.09339 -3.63266 1.43353 -0.02 0.01 0.02
H -4.30546 -4.91033 1.37863 -0.01 0.01 0.01
H -0.79033 -6.22272 -0.46668 0.00 0.00 0.00
H -2.02192 -6.89450 0.59151 0.00 0.00 0.00
H -1.20835 -5.40502 1.06553 0.03 0.01 0.01
F 0.50324 6.73858 -1.25404 -0.01 0.02 -0.03
C 0.46749 6.05246 -0.12913 0.04 -0.02 0.03
F -0.78969 5.73190 0.16177 -0.05 0.00 0.00
F 0.99307 6.75281 0.85913 -0.02 0.00 -0.01
S 1.45762 4.50495 -0.32384 0.19 0.02 0.23
O 1.30209 3.76205 0.90999 -0.05 0.02 -0.15
O 2.76543 4.91158 -0.71348 0.00 -0.11 -0.08
N 0.75354 3.76078 -1.56337 -0.42 -0.32 0.10
S -0.41780 2.77022 -1.37675 0.67 0.52 -0.26
O -0.07905 1.36588 -1.69067 -0.02 -0.10 -0.08
O -1.11929 2.80580 -0.09447 0.17 -0.25 0.28
C -1.60077 3.28198 -2.69813 -0.04 -0.06 0.02
F -1.98727 4.51624 -2.46402 0.00 -0.01 -0.01
F -2.64500 2.45452 -2.62487 -0.05 -0.01 -0.04
F -1.02716 3.17883 -3.87534 0.00 0.00 0.03
C 5.23639 2.99775 0.33031 -0.02 0.03 -0.01
N 4.17505 2.16726 -0.24565 -0.01 0.08 0.00
C 4.19558 1.95724 -1.69529 0.01 -0.02 0.01
C 3.17434 1.77213 0.47636 -0.11 -0.02 0.03
O 2.22683 1.07376 -0.02340 0.01 0.16 -0.01
H 5.34285 3.89057 -0.28106 -0.01 0.02 0.00
H 6.17235 2.44227 0.34483 0.00 0.01 -0.02
H 4.96341 3.29899 1.33832 0.01 -0.04 0.02
H 5.21924 2.06332 -2.04158 0.01 -0.01 0.00
H 3.56806 2.70968 -2.17341 0.02 0.01 -0.01
H 3.82724 0.96492 -1.93802 -0.01 0.00 0.00
H 3.18403 2.04023 1.52796 0.02 0.03 -0.01
F 1.70107 0.99136 2.88525 -0.02 0.01 0.03
C 0.42481 1.13754 2.49647 0.12 -0.15 0.09
F -0.33116 0.40607 3.32619 0.03 0.06 -0.01
H 0.13477 2.19534 2.52575 0.00 0.07 -0.05
```
Forces are in eV/Å.

=====

Entry 2:
# C17H35AsCl32F6NiO

C17H35AsCl32F6NiO as an isolated structure at a distorted geometry (ωB97M-V with the def2-TZVPD basis set, OMol25).

Properties
charge = 0
highest occupied orbital energy (alpha / beta) = -9.48 / -9.18 eV
multiplicity = 3
Kohn-Sham gap (alpha / beta) = 8.87 / 7.11 eV

Structure (XYZ):
```
93
Properties=species:S:1:pos:R:3:forces:R:3
Ni -1.93099 -1.73604 -1.09600 -3.17 -2.48 -0.82
C -4.40583 -3.94977 -1.83410 0.53 -0.46 0.86
O -3.44356 -2.92312 -1.82895 0.90 1.52 0.23
H -4.09237 -4.80877 -2.42736 0.40 -0.07 -0.26
H -4.60772 -4.37165 -0.84953 0.46 -0.03 0.59
H -5.43433 -3.77747 -2.15130 0.05 1.21 -0.60
As 0.15935 0.09707 0.08489 1.46 2.82 1.07
F 0.44928 -1.33392 1.04005 -0.05 0.95 -0.60
F 0.35525 1.13771 1.54905 -0.54 -1.37 -1.94
F -0.27590 1.50563 -0.93591 0.51 -1.68 1.18
F -0.17141 -0.99854 -1.28426 1.25 0.17 -0.73
F -1.64371 -0.20169 0.30087 0.99 0.11 0.32
F 1.88186 0.30690 -0.38667 -2.35 -0.50 0.58
C -1.01961 -4.20091 -4.24106 -0.80 -0.03 -0.33
Cl -0.30274 -3.37053 -2.87701 0.51 -0.03 0.16
Cl -0.75146 -3.24822 -5.70143 -0.01 -0.07 -0.37
H -0.61000 -5.20340 -4.36502 0.18 0.30 0.13
H -2.09829 -4.23662 -4.08853 0.17 -0.02 0.16
C -0.71189 -5.61588 0.05863 -0.09 -1.21 -0.45
Cl -1.28710 -6.31508 -1.49610 0.21 0.24 0.47
Cl -1.11803 -3.92606 0.28657 -0.01 0.34 0.71
H -1.20414 -6.21104 0.82777 -0.06 0.41 -0.02
H 0.36343 -5.77219 0.14443 -0.13 0.37 -0.25
C 3.17169 0.34306 -4.14854 0.11 0.58 0.81
Cl 3.22414 1.78246 -3.08425 0.08 0.11 0.12
Cl 1.49072 0.04731 -4.62137 0.39 -0.23 -0.23
H 3.85405 0.60247 -4.95797 -0.53 -0.47 -0.18
H 3.53699 -0.47146 -3.52306 -0.09 -0.06 -0.41
C -0.30904 3.45007 3.96105 0.19 -0.69 -0.29
Cl -0.97642 3.47928 5.59290 0.08 0.08 0.15
Cl -0.69695 4.91850 3.05307 0.11 -0.13 0.17
H 0.77293 3.32426 4.00144 -0.19 0.33 0.20
H -0.71388 2.56663 3.46735 -0.22 0.34 -0.14
C 7.22563 -0.94186 -3.04659 0.54 0.30 -0.53
Cl 6.53485 -0.46968 -4.61378 0.51 -0.02 -0.25
Cl 6.04644 -0.57809 -1.83320 -0.61 -0.27 1.03
H 7.50906 -1.99300 -3.10041 -0.33 0.13 0.19
H 8.09262 -0.32795 -2.80254 -0.05 -0.10 -0.42
C -4.17901 1.36558 5.59022 0.83 -0.45 0.55
Cl -3.59748 -0.25663 6.25018 -0.54 1.19 -0.52
Cl -3.76923 1.56165 3.86291 -0.45 -0.13 0.61
H -5.23834 1.47053 5.82453 0.11 -0.27 -0.53
H -3.62839 2.13857 6.12631 0.05 -0.26 -0.11
C 3.90508 -3.47644 -0.57171 0.84 -1.00 1.08
Cl 3.25660 -3.90811 1.03463 -0.01 -0.01 0.18
Cl 2.80892 -2.48193 -1.40907 -0.92 0.91 -0.89
H 4.83244 -2.92987 -0.40035 -0.09 -0.22 -0.16
H 4.04338 -4.43264 -1.07632 0.15 0.35 -0.15
C 2.66155 -3.53597 -4.86369 -0.42 -0.10 -0.03
Cl 4.26602 -3.03536 -5.39819 0.07 0.02 0.36
Cl 2.49450 -5.32936 -4.87095 -0.12 0.60 -0.17
H 2.41851 -3.23558 -3.84448 0.51 0.09 -0.21
H 1.96762 -3.03813 -5.54096 -0.06 -0.60 0.02
C 4.26343 1.64634 0.87983 -0.50 0.07 -0.15
Cl 4.19826 0.19876 1.91507 0.11 0.17 -0.26
Cl 5.55114 2.76885 1.40288 -0.36 -0.32 -0.35
H 4.38178 1.35884 -0.16489 0.50 -0.10 0.24
H 3.28912 2.13356 0.91732 0.24 0.12 0.39
C 1.30738 4.65495 -1.55630 -0.30 0.52 0.06
Cl 1.80459 4.47849 0.14650 -0.13 -0.25 -0.43
Cl 0.54323 6.29001 -1.75697 0.42 -0.77 -0.16
H 2.18355 4.54649 -2.19557 -0.14 0.36 0.16
H 0.55909 3.91865 -1.84961 0.11 0.04 0.42
C -2.88382 4.42912 0.62387 -0.15 -0.03 0.05
Cl -2.91190 2.63090 0.75768 0.49 0.80 0.55
Cl -3.55631 4.80215 -0.94823 -0.19 0.65 -0.57
H -3.49858 4.91770 1.37983 -0.13 -0.57 0.01
H -1.89574 4.88525 0.68507 0.08 -0.75 -0.12
C -3.97996 -1.90535 2.76820 0.82 -0.02 0.11
Cl -4.23105 -1.29134 1.12252 -0.34 -0.02 0.17
Cl -2.23006 -1.72455 3.23475 -1.13 -0.29 -0.20
H -4.60049 -1.35396 3.47460 0.26 0.06 -0.17
H -4.23172 -2.96587 2.77032 0.19 0.20 0.02
C 1.11099 -0.84204 4.05590 0.44 0.11 -0.81
Cl 1.03799 0.00802 5.59171 -0.26 0.13 0.01
Cl 0.82372 -2.56348 4.19557 0.03 -0.67 0.28
H 0.38497 -0.49566 3.32035 0.08 0.38 0.50
H 2.11773 -0.71575 3.65765 -0.21 0.05 0.06
C -6.48311 2.27946 1.14233 0.50 -0.71 0.19
Cl -6.44510 3.91865 1.76452 -0.10 0.15 0.25
Cl -6.06385 2.25544 -0.57149 -0.48 -0.21 -0.25
H -5.71790 1.67844 1.63357 0.00 0.29 0.10
H -7.44554 1.80651 1.33763 -0.03 0.37 -0.35
C 3.99254 4.12739 4.35557 1.24 0.50 -0.86
Cl 2.92295 3.54424 5.56107 -0.64 -0.54 0.77
Cl 3.42510 5.64284 3.63636 -0.16 0.15 -0.19
H 4.96527 4.35178 4.79324 -0.19 -0.12 0.07
H 4.14012 3.41836 3.54096 -0.27 -0.01 0.28
C -3.20110 2.05276 -2.99848 0.37 0.72 -0.02
Cl -3.31042 2.09307 -4.76099 -0.06 -0.16 0.20
Cl -2.95173 0.39191 -2.36882 -0.59 0.15 -0.39
H -2.36522 2.69199 -2.71421 0.03 -0.44 0.09
H -4.10445 2.48237 -2.56548 0.05 -0.50 -0.06
```
Forces are in eV/Å.

=====

Entry 3:
# C17H35AsF12N5O11S2Tl

C17H35AsF12N5O11S2Tl as an isolated structure at a distorted geometry (ωB97M-V with the def2-TZVPD basis set, OMol25).

Properties
charge = 0
highest occupied orbital energy = -9.40 eV
energy above the lowest of the compared OMol25 structures with the same formula, charge and spin = 0.365 eV
Kohn-Sham gap = 3.80 eV

Structure (XYZ):
```
84
Properties=species:S:1:pos:R:3:forces:R:3
Tl -0.02239 0.68051 -0.37278 -0.14 0.24 0.52
As 0.88437 3.17884 2.14882 -0.24 -0.19 -0.40
F 2.44528 3.47645 2.82821 -0.20 -0.21 -0.53
F 1.12136 1.41379 2.23968 -0.04 0.37 0.01
F -0.69499 2.76679 1.42040 0.48 0.16 0.43
F 0.62021 4.87532 1.86489 -0.08 -0.80 0.34
F 1.47618 3.02015 0.46595 -0.01 -0.13 0.90
F 0.22257 3.18354 3.77340 -0.01 0.07 -1.05
C 2.35372 4.50963 -2.47844 -1.46 -0.69 0.05
F 3.31699 4.57818 -3.37413 0.28 0.10 -0.16
F 2.84507 4.51382 -1.26407 0.33 -0.13 0.13
F 1.52810 5.54773 -2.60281 0.10 0.25 -0.23
S 1.32943 2.93817 -2.82816 1.11 -2.18 -0.46
O 1.04711 2.91408 -4.24125 -0.05 0.87 0.33
O 2.14035 1.81113 -2.37607 0.16 0.86 0.12
O 0.11727 2.99474 -1.97959 -0.85 -0.32 1.02
C -3.15335 -3.31505 -2.25050 0.32 1.09 1.87
F -2.88671 -2.89788 -3.46757 -0.03 -0.25 -0.52
F -4.32322 -3.92466 -2.17354 -0.13 -0.10 -0.48
F -2.20962 -4.16318 -1.83625 0.27 -0.36 -0.27
S -3.19818 -1.83619 -1.07727 -1.68 3.14 -0.20
O -4.10280 -0.89382 -1.73699 0.67 -1.32 0.00
O -3.72542 -2.32461 0.18041 0.37 -0.93 -0.21
O -1.84434 -1.27144 -0.96747 1.22 -0.50 -0.20
C -2.40697 0.70222 4.04155 -0.36 0.55 0.36
C -2.54577 -0.14189 2.80509 1.03 0.99 -0.80
O -1.70137 0.01201 1.90706 0.64 -0.20 -0.08
N -3.51980 -1.02095 2.65553 -1.28 -0.27 -0.04
C -4.67762 -1.12957 3.51713 0.04 -0.38 1.04
H -1.92401 1.63819 3.76555 0.23 -0.18 -0.12
H -1.79496 0.22146 4.80590 0.03 -0.15 -0.10
H -3.34606 0.99036 4.51670 -0.12 -0.31 -0.06
H -3.55740 -1.49706 1.75334 0.11 0.04 -0.03
H -5.14134 -0.18488 3.80284 0.21 0.21 -0.27
H -4.37998 -1.61778 4.44966 -0.14 0.01 0.09
H -5.47476 -1.74269 3.10329 0.30 -0.05 -0.45
C -4.92826 1.76080 -0.42371 -0.59 -0.23 0.59
C -3.63075 2.52858 -0.45221 -0.01 -0.12 -0.62
O -2.55602 1.95854 -0.29705 0.59 -0.73 0.24
N -3.74360 3.83937 -0.68400 -0.51 0.27 0.09
C -2.69258 4.82234 -0.65319 0.57 0.45 -0.20
H -5.68142 2.22668 0.21798 0.23 0.30 0.10
H -4.75152 0.76838 -0.01886 0.10 -0.02 -0.29
H -5.41468 1.67294 -1.39501 0.41 -0.10 -0.19
H -4.65890 4.16199 -0.94726 -0.03 0.00 0.16
H -2.00416 4.68375 0.17977 -0.08 -0.32 -0.03
H -3.14628 5.80528 -0.53073 -0.06 -0.04 -0.03
H -2.11259 4.83318 -1.57857 0.05 -0.09 0.04
C 4.52516 0.00868 1.60289 -0.57 -0.20 -0.37
C 3.76091 -0.20038 0.30992 -0.40 0.08 -0.48
O 2.73686 0.43431 0.07774 -1.11 0.49 0.53
N 4.22666 -1.05577 -0.61523 0.67 -0.80 -0.30
C 5.46484 -1.82581 -0.50972 -0.51 0.09 0.33
H 5.58573 -0.14633 1.42572 0.08 0.27 0.37
H 4.15704 -0.69664 2.35203 0.12 -0.30 -0.17
H 4.24042 0.97793 2.00626 0.37 0.19 -0.24
H 3.64203 -1.23436 -1.41653 -0.25 0.37 0.08
H 6.31785 -1.14888 -0.50248 0.14 -0.19 0.26
H 5.59957 -2.50656 -1.34728 -0.30 0.17 -0.16
H 5.38215 -2.44618 0.38397 0.58 0.05 0.10
C 1.19319 -3.67008 -2.92429 0.16 -0.13 0.35
C 1.27228 -2.16174 -3.02625 -1.60 -0.51 -0.54
O 0.96595 -1.46470 -2.06248 0.82 0.52 0.55
N 1.49785 -1.70252 -4.26905 0.24 0.39 -0.11
C 1.74257 -0.29801 -4.52588 0.50 0.70 0.27
H 1.88926 -4.02740 -2.16399 0.02 0.11 0.04
H 1.43960 -4.18626 -3.85067 -0.10 0.09 -0.06
H 0.19407 -3.93872 -2.58213 0.00 0.01 -0.08
H 1.28565 -2.32519 -5.02828 0.33 -0.06 -0.04
H 0.92775 0.37409 -4.26936 -0.25 -0.25 -0.03
H 2.05394 -0.07551 -5.54455 -0.25 -0.50 -0.16
H 2.58539 0.01794 -3.90971 -0.12 0.04 0.11
C 0.84540 -1.60148 3.46482 0.55 0.48 0.84
C 1.15225 -2.21218 2.13739 -0.21 0.38 0.87
O 0.91266 -1.62312 1.09550 -0.05 0.16 -1.24
N 1.80423 -3.39652 2.15517 0.13 0.09 -1.07
C 2.15554 -4.06126 0.89502 -0.25 -0.25 0.64
H -0.20975 -1.41138 3.64340 -0.02 -0.12 -0.28
H 1.35189 -0.63275 3.48522 -0.26 0.13 -0.23
H 1.29084 -2.12769 4.31102 -0.24 -0.39 -0.11
H 1.77759 -3.96466 2.98201 0.02 0.19 0.15
H 2.91050 -3.53144 0.31596 0.01 0.25 0.21
H 1.27201 -4.17919 0.26892 0.00 -0.08 -0.02
H 2.55391 -5.02757 1.19922 -0.01 -0.11 -0.36
```
Forces are in eV/Å.

=====

| no. | electronic energy (eV) |
| --- | --- |
| 1 | -260571.159 |
| 2 | -539150.389 |
| 3 | -167982.842 |